Record 1
{"formula": "C3H3IS", "method": "ωB97M-V with the def2-TZVPD basis set", "orbital_gap_ha": 0.3293, "total_energy_ha": -811.80484, "e_above_lowest_kj_mol": 252.46, "largest_force_ha_per_bohr": 0.1119, "lumo_energy_ev": -0.31, "elements": ["C", "C", "C", "S", "I", "H", "H", "H"], "xyz": [[0.712, -0.050, 0.311], [1.469, 0.824, 1.524], [-0.871, -0.614, -0.307], [1.295, 1.696, 0.162], [-2.458, 0.794, 0.076], [1.377, -0.693, -0.278], [-0.968, -1.655, -0.183], [-0.554, -0.301, -1.304]], "atomic_forces_ev_per_a": [[-0.5, 0.4, -0.1], [-1.5, -2.3, -0.2], [3.5, 4.5, 0.5], [-0.8, -0.1, -1.3], [0.4, -0.9, 0.2], [0.1, 0.1, 0.5], [-0.5, -1.0, 0.5], [-0.7, -0.8, -0.1]]}

---

Record 2
{"formula": "C3H3KLiO3", "method": "ωB97M-V with the def2-TZVPD basis set", "orbital_gap_ha": 0.2994, "total_energy_ha": -948.97090, "e_above_lowest_kj_mol": 442.87, "largest_force_ha_per_bohr": 0.1101, "lumo_energy_ev": -4.04, "charge": 1, "elements": ["O", "C", "O", "Li", "O", "K", "C", "H", "H", "C", "H"], "xyz": [[-0.736, -1.665, -0.070], [-0.714, -0.568, -0.632], [-1.474, 0.438, -0.305], [-0.825, 1.477, -1.949], [0.399, -0.017, -1.084], [-2.264, -2.673, -2.306], [1.609, 0.376, 0.598], [2.156, -0.563, 0.589], [-0.469, 0.924, 1.046], [1.007, 0.990, 1.558], [1.312, 1.282, 2.555]], "atomic_forces_ev_per_a": [[-1.1, -1.3, -1.9], [2.6, 2.2, 4.5], [-2.5, 0.8, -0.3], [0.4, -0.5, 1.2], [2.2, -0.4, -1.8], [0.2, -0.1, 0.5], [-1.5, -0.5, 1.6], [0.2, 0.5, -1.1], [2.4, 0.2, 0.3], [-2.8, -1.0, -2.9], [-0.2, 0.2, -0.2]]}

---

Record 3
{"formula": "C3H3KO2", "method": "ωB97M-V with the def2-TZVPD basis set", "orbital_gap_ha": [0.3191, 0.3437], "total_energy_ha": -866.20758, "e_above_lowest_kj_mol": 118.54, "largest_force_ha_per_bohr": 0.0703, "lumo_energy_ev": [-4.08, -4.56], "spin_multiplicity": 2, "charge": 1, "elements": ["O", "C", "C", "C", "H", "H", "H", "O", "K"], "xyz": [[0.252, 0.857, 0.795], [0.638, 0.075, -0.160], [-0.695, -0.279, -0.685], [-1.560, 0.241, 0.297], [-0.897, -0.732, -1.655], [-2.137, -0.448, 0.921], [-1.905, 1.277, 0.264], [1.744, -0.402, -0.360], [4.560, -0.589, 0.582]], "atomic_forces_ev_per_a": [[-1.5, 0.4, 1.8], [-0.9, -1.7, -0.2], [1.4, -1.3, -3.1], [1.5, 1.9, 1.1], [-0.3, -0.1, 0.4], [0.3, 0.2, 0.3], [-0.2, -0.3, -0.1], [0.2, 0.8, -0.1], [-0.5, 0.1, -0.2]]}